Here is a structure of composition C4H2N3O6S in a non-equilibrium geometry from the Open Molecules 2025 dataset. Energies are from the ωB97M-V functional and the def2-TZVPD basis.

Atoms and positions in Å:
1 C -0.392 -0.504 -1.644
2 C -0.493 -1.516 -2.515
3 C 0.454 -2.035 -3.443
4 C -0.631 0.289 1.202
5 N -0.121 -0.962 1.080
6 N -1.236 0.861 0.196
7 N 0.502 -1.344 2.144
8 O 1.592 -1.773 -3.716
9 O -0.375 -2.831 -4.219
10 O -1.515 2.045 0.037
11 O -1.453 0.015 -1.072
12 O 0.939 -2.501 2.123
13 O 0.637 -0.593 3.129
14 S -1.802 -2.367 -3.405
15 H 0.522 -0.198 -1.380
16 H -0.665 0.952 2.000

- frontier orbital gap (spin up / spin down) (eV) = 5.1 / 4.7
- total charge = -1
- multiplicity = 3
- E_HOMO (spin up / spin down) (eV) = -2.74 / -4.51
- energy (eV) = -31761.072
- M (Da) = 220.14